No. 1
DFT (ωB97M-V/def2-TZVPD) results for a molecular structure, C19H24N3PSSeV.

- HOMO-LUMO gap (spin up / spin down): 5.951 / 5.786 eV
- E_HOMO (spin up / spin down): -5.964 / -5.959 eV
- E_LUMO (spin up / spin down): -0.0005 / -0.0064 hartree
- E: -135720.1152 eV

```
! RIJCOSX wB97M-V def2-TZVPD def2/J DEFGRID3
* xyz 0 2
V -0.60 0.02 0.83
C -3.33 -2.44 0.12
P -2.15 -1.80 1.36
C -3.26 -1.23 2.68
C -1.39 -3.32 2.00
C -1.03 -4.34 1.12
C -0.40 -5.48 1.59
C -0.11 -5.61 2.94
C -0.45 -4.60 3.82
C -1.08 -3.45 3.36
H -2.81 -2.75 -0.78
H -4.01 -1.63 -0.16
H -3.91 -3.27 0.52
H -3.93 -2.02 3.02
H -3.85 -0.39 2.29
H -2.67 -0.85 3.52
H -1.25 -4.24 0.07
H -0.13 -6.27 0.89
H 0.39 -6.50 3.30
H -0.21 -4.69 4.87
H -1.31 -2.65 4.05
C 3.20 2.75 -1.54
C 2.88 1.33 -2.04
C 2.45 1.35 -3.51
C 4.08 0.39 -1.82
C 1.75 0.83 -1.25
N 0.86 0.44 -0.65
H 4.07 3.12 -2.09
H 3.44 2.75 -0.48
H 2.36 3.41 -1.71
H 3.26 1.77 -4.11
H 1.56 1.97 -3.64
H 2.23 0.35 -3.87
H 4.93 0.77 -2.38
H 3.85 -0.62 -2.17
H 4.35 0.34 -0.76
S 0.25 -0.02 2.71
Se -2.24 0.68 -1.28
N -1.49 1.54 0.17
C -1.04 2.76 -0.30
C -0.52 3.78 0.51
C 0.04 4.89 -0.08
C 0.09 4.99 -1.48
C -0.39 3.99 -2.29
C -0.99 2.84 -1.73
N -1.53 1.84 -2.45
H -0.55 3.66 1.59
H 0.44 5.68 0.53
H 0.52 5.87 -1.93
H -0.36 4.08 -3.37
*
```

---

No. 2
DFT (ωB97M-V/def2-TZVPD) results for 2 unconnected molecules or ions with the total composition C3H5NO at a distorted geometry.

- HOMO-LUMO gap: 10.085 eV
- E_HOMO: -9.783 eV
- Relative energy (zero: lowest compared OMol25 entry of this formula, charge and spin): 348.0 kJ/mol
- E_LUMO: 0.0111 hartree
- SMILES: C1=NC1.C=O
- E: -6725.9660 eV

```
! RIJCOSX wB97M-V def2-TZVPD def2/J DEFGRID3
* xyz 0 1
C -0.50 0.99 -0.54
N -0.17 1.87 -1.36
C 0.74 0.69 -1.21
H -1.24 0.72 0.20
H 0.76 -0.08 -1.98
H 1.66 0.77 -0.64
C -0.28 -1.38 1.18
O -0.03 -1.57 0.02
H 0.27 -0.65 1.84
H -1.10 -1.91 1.69
*
```

---

No. 3
DFT (ωB97M-V/def2-TZVPD) results for a molecular structure, C40H45BBaN9O7PS2 at a distorted geometry.

- HOMO-LUMO gap (spin up / spin down): 3.267 / 3.266 eV
- E_HOMO (spin up / spin down): -1.037 / -1.036 eV
- Relative energy (zero: lowest compared OMol25 entry of this formula, charge and spin): 0.0 kJ/mol
- E_LUMO (spin up / spin down): 0.0819 / 0.0819 hartree
- E: -102280.7200 eV

```
! RIJCOSX wB97M-V def2-TZVPD def2/J DEFGRID3
* xyz -2 1
Ba -0.34 -0.32 -0.85
C -2.08 2.98 -2.18
C -2.34 2.84 -0.62
N -1.32 2.30 0.31
C -0.22 3.19 0.76
C 0.70 3.67 -0.37
S 1.40 2.35 -1.53
C 0.70 2.90 -3.15
C -0.45 2.04 -3.76
N -1.47 1.75 -2.75
H -1.45 3.86 -2.32
H -3.07 3.22 -2.62
H -3.21 2.15 -0.51
H -2.72 3.83 -0.31
H -1.84 1.91 1.11
H 0.41 2.68 1.51
H -0.61 4.10 1.29
H 1.61 4.10 0.04
H 0.19 4.44 -0.96
H 1.52 2.77 -3.86
H 0.47 3.96 -3.19
H -0.04 1.11 -4.17
H -0.84 2.62 -4.62
H -2.25 1.22 -3.18
C 3.54 2.61 1.85
C 4.41 1.66 2.66
C 5.68 2.07 3.07
C 6.55 1.25 3.76
C 6.13 -0.03 4.09
C 4.83 -0.46 3.84
C 4.02 0.34 3.04
P 2.46 -0.38 2.38
C 2.48 -2.16 2.79
C 2.97 -2.95 1.71
C 2.91 -4.33 1.73
C 2.38 -4.97 2.84
C 1.93 -4.23 3.92
C 2.06 -2.82 3.97
C 1.72 -2.07 5.25
C 1.15 0.34 3.41
C 1.37 1.15 4.52
C 0.31 1.79 5.16
C -1.02 1.61 4.71
C -1.25 0.70 3.70
C -0.19 -0.04 3.09
C -0.57 -0.98 2.17
H 4.17 3.12 1.12
H 3.07 3.33 2.50
H 2.76 2.11 1.26
H 5.96 3.12 2.90
H 7.51 1.60 4.05
H 6.81 -0.65 4.68
H 4.48 -1.42 4.23
H 3.36 -2.43 0.83
H 3.21 -4.87 0.87
H 2.26 -6.05 2.86
H 1.45 -4.74 4.74
H 1.76 -2.83 6.03
H 0.73 -1.63 5.24
H 2.42 -1.27 5.45
H 2.33 1.28 4.99
H 0.51 2.40 6.03
H -1.86 2.16 5.16
H -2.25 0.55 3.33
H -1.64 -1.09 1.98
H 0.07 -1.80 1.83
B 2.11 -1.88 -4.72
N 2.73 -1.53 -3.32
C 4.09 -1.53 -3.17
C 4.42 -0.98 -1.96
C 3.16 -0.66 -1.40
N 2.15 -0.98 -2.20
N 0.58 -1.58 -4.74
C -0.12 -1.59 -5.93
C -1.43 -1.81 -5.68
C -1.50 -1.89 -4.27
N -0.31 -1.75 -3.71
H 2.67 -1.15 -5.55
H 2.33 -3.04 -4.96
H 4.68 -1.89 -4.00
H 5.41 -0.81 -1.56
H 3.02 -0.13 -0.45
H 0.45 -1.36 -6.82
H -2.24 -1.91 -6.39
H -2.39 -2.08 -3.67
O 0.24 -6.23 -0.67
S -0.42 -4.95 -0.99
N -0.41 -3.61 -0.37
O -3.32 -0.08 0.41
C -3.63 -0.63 -0.66
O -2.85 -1.24 -1.43
C -5.07 -0.44 -1.19
C -5.79 0.57 -0.55
C -7.05 0.85 -1.16
C -7.60 0.20 -2.27
C -6.81 -0.80 -2.78
C -5.52 -1.18 -2.28
N -7.31 -1.49 -3.96
O -6.56 -2.27 -4.56
O -8.49 -1.16 -4.22
N -7.82 1.98 -0.67
O -8.90 2.20 -1.25
O -7.32 2.59 0.29
H -5.43 1.09 0.33
H -8.56 0.49 -2.71
H -4.92 -2.00 -2.65
*
```

---

No. 4
DFT (ωB97M-V/def2-TZVPD) results for 9 unconnected molecules or ions with the total composition C69H149N7O9 at a distorted geometry.

- HOMO-LUMO gap: 8.025 eV
- E_HOMO: -7.718 eV
- Relative energy (zero: lowest compared OMol25 entry of this formula, charge and spin): 321.7 kJ/mol
- E_LUMO: 0.0113 hartree
- SMILES: CC1(C)CCCC(C)(C)N1O.CC1(C)CCCC(C)(C)N1O.CC1(C)CCCC(C)(C)N1O.CC1(C)CCCC(C)(C)N1O.CC1(C)CCCC(C)(C)N1O.CC1(C)CCCC(C)(C)N1O.CC1(C)CCCC(C)(C)N1O.CC(C)O.CC(C)O
- E: -102816.4023 eV

```
! RIJCOSX wB97M-V def2-TZVPD def2/J DEFGRID3
* xyz 0 1
C -9.47 -25.22 -5.41
C -8.52 -25.26 -6.57
C -7.12 -25.01 -5.98
C -8.48 -26.70 -7.12
C -9.70 -27.08 -7.94
C -10.02 -26.01 -9.02
C -9.89 -24.54 -8.56
C -9.51 -23.74 -9.83
C -11.29 -24.13 -8.07
N -8.76 -24.31 -7.64
O -8.73 -22.97 -7.19
H -9.63 -24.22 -5.00
H -10.48 -25.59 -5.66
H -9.32 -26.01 -4.66
H -6.93 -25.87 -5.33
H -6.33 -24.99 -6.73
H -7.05 -24.13 -5.34
H -7.65 -26.72 -7.82
H -8.44 -27.41 -6.29
H -9.79 -28.11 -8.30
H -10.57 -27.08 -7.26
H -11.08 -26.15 -9.26
H -9.49 -26.20 -9.95
H -8.57 -24.07 -10.27
H -9.47 -22.67 -9.60
H -10.28 -23.82 -10.61
H -11.90 -24.87 -7.55
H -12.00 -23.87 -8.87
H -11.14 -23.15 -7.61
H -7.87 -22.70 -7.53
C -8.42 -15.36 -8.67
C -8.00 -16.83 -8.71
C -6.48 -17.03 -8.90
C -8.36 -17.47 -7.39
C -9.82 -17.94 -7.24
C -10.15 -18.91 -8.35
C -9.88 -18.32 -9.77
C -9.78 -19.44 -10.79
C -11.03 -17.37 -10.12
N -8.60 -17.63 -9.81
O -8.33 -17.10 -11.09
H -8.11 -14.96 -7.70
H -7.97 -14.72 -9.43
H -9.47 -15.09 -8.74
H -6.16 -18.05 -8.76
H -6.04 -16.64 -9.82
H -6.00 -16.36 -8.17
H -7.69 -18.33 -7.26
H -8.15 -16.88 -6.50
H -9.92 -18.44 -6.27
H -10.52 -17.11 -7.09
H -11.14 -19.36 -8.30
H -9.46 -19.74 -8.17
H -8.77 -19.73 -11.09
H -10.25 -19.07 -11.70
H -10.24 -20.40 -10.53
H -11.02 -16.53 -9.41
H -12.04 -17.74 -9.93
H -11.00 -16.95 -11.12
H -7.56 -17.61 -11.37
C -14.92 -19.25 -11.08
C -14.07 -19.78 -12.27
C -13.53 -18.60 -13.11
C -12.91 -20.52 -11.68
C -13.13 -21.98 -11.31
C -13.86 -22.77 -12.33
C -15.16 -22.03 -12.79
C -15.45 -22.66 -14.19
C -16.35 -22.27 -11.87
N -14.91 -20.63 -13.12
O -15.98 -19.99 -13.72
H -14.92 -19.90 -10.21
H -14.52 -18.27 -10.79
H -15.94 -18.96 -11.34
H -12.66 -18.90 -13.70
H -14.24 -18.23 -13.85
H -13.35 -17.71 -12.50
H -12.07 -20.55 -12.39
H -12.49 -20.04 -10.79
H -12.28 -22.55 -10.93
H -13.80 -22.11 -10.44
H -14.07 -23.80 -12.04
H -13.33 -22.76 -13.30
H -14.63 -22.51 -14.89
H -16.36 -22.28 -14.66
H -15.45 -23.76 -14.18
H -16.50 -21.48 -11.13
H -16.20 -23.19 -11.30
H -17.25 -22.51 -12.43
H -16.63 -19.75 -13.03
C -20.91 -14.21 -10.38
C -21.37 -15.07 -9.18
C -20.22 -16.01 -8.79
C -21.57 -14.15 -8.00
C -22.86 -13.32 -8.05
C -24.08 -14.15 -8.37
C -23.94 -15.27 -9.41
C -24.86 -16.39 -8.95
C -24.16 -14.84 -10.87
N -22.58 -15.89 -9.31
O -22.34 -17.03 -10.11
H -19.94 -13.77 -10.10
H -20.86 -14.70 -11.35
H -21.47 -13.28 -10.50
H -20.50 -16.66 -7.95
H -19.82 -16.65 -9.57
H -19.35 -15.50 -8.35
H -21.77 -14.73 -7.09
H -20.81 -13.43 -7.68
H -22.97 -12.86 -7.06
H -22.81 -12.51 -8.79
H -24.87 -13.51 -8.78
H -24.49 -14.48 -7.42
H -24.73 -16.58 -7.89
H -24.72 -17.34 -9.46
H -25.92 -16.12 -9.02
H -25.23 -14.88 -11.13
H -23.86 -15.61 -11.59
H -23.79 -13.84 -11.04
H -22.14 -17.67 -9.41
C -17.16 -18.71 -5.62
C -16.08 -18.20 -6.65
C -16.84 -17.34 -7.63
C -15.13 -17.30 -5.85
C -13.99 -18.04 -5.14
C -13.39 -19.10 -6.04
C -14.36 -20.16 -6.61
C -13.66 -21.01 -7.67
C -14.93 -21.02 -5.49
N -15.42 -19.34 -7.26
O -16.39 -20.14 -7.93
H -17.91 -19.32 -6.11
H -16.66 -19.22 -4.80
H -17.58 -17.86 -5.09
H -16.89 -16.32 -7.25
H -16.29 -17.24 -8.57
H -17.84 -17.67 -7.90
H -14.70 -16.54 -6.50
H -15.71 -16.75 -5.11
H -13.19 -17.30 -5.03
H -14.29 -18.45 -4.18
H -12.58 -19.58 -5.48
H -12.81 -18.56 -6.81
H -14.39 -21.78 -7.94
H -12.84 -21.63 -7.30
H -13.36 -20.46 -8.56
H -15.90 -21.42 -5.81
H -14.97 -20.47 -4.55
H -14.32 -21.93 -5.38
H -15.94 -20.22 -8.78
C -18.15 -22.80 -1.85
C -19.36 -21.85 -1.67
C -20.56 -22.43 -2.41
C -19.73 -21.69 -0.20
C -18.81 -20.78 0.64
C -18.72 -19.39 -0.03
C -18.28 -19.48 -1.49
C -18.55 -18.18 -2.23
C -16.73 -19.73 -1.45
N -19.02 -20.52 -2.22
O -18.62 -20.60 -3.57
H -18.17 -23.69 -1.22
H -18.12 -23.07 -2.91
H -17.20 -22.35 -1.57
H -20.53 -22.50 -3.50
H -20.69 -23.46 -2.07
H -21.48 -21.89 -2.19
H -20.72 -21.25 -0.08
H -19.67 -22.65 0.31
H -19.14 -20.66 1.67
H -17.82 -21.24 0.70
H -18.01 -18.78 0.53
H -19.71 -18.93 0.05
H -17.83 -17.40 -2.01
H -19.55 -17.88 -1.89
H -18.75 -18.38 -3.28
H -16.27 -19.79 -2.44
H -16.37 -20.53 -0.81
H -16.31 -18.88 -0.90
H -17.71 -20.95 -3.46
C -21.25 -11.87 -1.59
C -19.93 -12.22 -2.33
C -19.39 -10.97 -3.09
C -18.99 -12.59 -1.17
C -17.68 -13.20 -1.64
C -18.00 -14.42 -2.50
C -19.00 -14.20 -3.63
C -18.46 -13.58 -4.95
C -19.57 -15.56 -4.03
N -20.14 -13.40 -3.15
O -21.08 -13.09 -4.19
H -21.00 -11.09 -0.88
H -22.01 -11.58 -2.32
H -21.73 -12.72 -1.11
H -18.30 -10.87 -3.05
H -19.71 -10.96 -4.13
H -19.84 -10.04 -2.72
H -18.83 -11.61 -0.71
H -19.36 -13.30 -0.43
H -17.21 -12.42 -2.26
H -17.06 -13.32 -0.75
H -18.39 -15.09 -1.73
H -17.02 -14.70 -2.90
H -18.35 -12.49 -4.97
H -19.10 -13.75 -5.81
H -17.47 -13.97 -5.23
H -20.37 -15.45 -4.76
H -20.02 -16.08 -3.19
H -18.86 -16.20 -4.56
H -21.70 -13.82 -4.06
C -20.16 -20.86 -6.74
C -20.19 -20.08 -8.08
C -20.44 -20.77 -9.39
O -21.27 -19.14 -7.90
H -19.43 -21.67 -6.72
H -21.11 -21.40 -6.74
H -20.01 -20.31 -5.81
H -19.27 -19.49 -8.21
H -19.65 -21.51 -9.55
H -20.29 -20.06 -10.21
H -21.44 -21.21 -9.44
H -21.44 -18.91 -6.99
C -9.72 -13.37 -4.81
C -10.39 -13.66 -3.45
C -11.22 -14.93 -3.51
O -9.34 -13.83 -2.50
H -10.49 -13.41 -5.59
H -8.91 -14.06 -5.04
H -9.38 -12.33 -4.83
H -11.07 -12.89 -3.09
H -10.61 -15.77 -3.85
H -12.01 -14.81 -4.27
H -11.62 -15.25 -2.55
H -8.78 -14.56 -2.77
*
```

---

No. 5
DFT (ωB97M-V/def2-TZVPD) results for a molecular structure, C34H52N4PPdTe.

- HOMO-LUMO gap: 4.461 eV
- E_HOMO: -2.082 eV
- Relative energy (zero: lowest compared OMol25 entry of this formula, charge and spin): 0.0 kJ/mol
- E_LUMO: 0.0874 hartree
- E: -62126.6327 eV

```
! RIJCOSX wB97M-V def2-TZVPD def2/J DEFGRID3
* xyz -1 1
Pd 0.08 -0.13 -0.90
C 2.52 2.25 -0.07
C 3.09 1.23 -1.06
C 4.62 1.23 -0.96
P 2.31 -0.43 -0.80
C 3.43 -1.54 -1.76
C 3.56 -1.14 -3.23
C 3.06 -3.01 -1.62
C 2.58 -0.85 0.93
C 3.79 -1.30 1.45
C 3.96 -1.59 2.79
C 5.27 -2.06 3.35
C 2.84 -1.42 3.61
C 1.62 -0.98 3.13
C 1.44 -0.68 1.76
N 0.26 -0.30 1.22
C -0.84 -0.06 2.08
C -0.93 1.09 2.87
C 0.19 2.09 2.94
C -2.08 1.31 3.62
C -3.14 0.43 3.63
C -4.40 0.71 4.41
C -3.02 -0.74 2.88
C -1.89 -1.00 2.11
C -1.78 -2.29 1.36
H 2.85 3.25 -0.34
H 2.87 2.03 0.94
H 1.43 2.24 -0.08
H 2.79 1.53 -2.07
H 4.94 0.83 0.01
H 4.98 2.26 -1.02
H 5.10 0.65 -1.75
H 4.41 -1.39 -1.28
H 2.61 -1.29 -3.74
H 4.31 -1.77 -3.71
H 3.85 -0.10 -3.36
H 2.15 -3.23 -2.18
H 2.89 -3.30 -0.58
H 3.86 -3.63 -2.02
H 4.64 -1.44 0.78
H 6.00 -2.22 2.55
H 5.17 -3.00 3.89
H 5.70 -1.33 4.04
H 2.92 -1.65 4.67
H 0.78 -0.89 3.81
H 0.83 2.04 2.06
H 0.82 1.91 3.81
H -0.21 3.10 3.02
H -2.14 2.22 4.21
H -4.24 1.50 5.14
H -4.75 -0.18 4.93
H -5.20 1.04 3.74
H -3.83 -1.46 2.88
H -2.73 -2.83 1.37
H -1.02 -2.94 1.81
H -1.48 -2.14 0.33
N -5.78 4.98 -2.26
C -3.34 2.94 -2.30
C -3.70 2.26 -1.01
C -2.51 1.67 -0.22
N -2.00 0.47 -0.95
C -1.42 2.73 -0.06
C -1.01 3.42 -1.36
N -0.25 2.49 -2.22
C -2.26 3.97 -2.07
H -6.54 4.35 -2.06
H -4.96 4.36 -2.44
H -5.58 5.47 -1.39
H -3.22 2.30 -3.18
H -4.43 1.45 -1.18
H -4.20 2.96 -0.32
H -2.82 1.34 0.77
H -2.12 0.69 -1.94
H -2.63 -0.30 -0.77
H -0.55 2.29 0.43
H -1.82 3.49 0.63
H -0.32 4.24 -1.09
H 0.42 3.02 -2.78
H -0.92 2.11 -2.89
H -1.94 4.43 -3.02
H -2.64 4.79 -1.44
Te -0.31 -1.07 -3.30
C -0.63 -3.10 -2.79
C -0.45 -3.61 -1.51
C -0.69 -4.96 -1.24
C -1.10 -5.82 -2.24
C -1.28 -5.32 -3.53
C -1.04 -3.98 -3.80
H -0.12 -2.96 -0.71
H -0.55 -5.33 -0.23
H -1.29 -6.86 -2.03
H -1.60 -5.98 -4.33
H -1.19 -3.60 -4.81
*
```